127
Properties=species:S:1:pos:R:3:mulliken_charge:R:1 method="wB97M-V/def2-TZVPD" homo_energy_ev=-6.12 max_force_ev_per_a=10.79 orbital_gap_ev=7.6615 total_charge=-1 total_energy_ha=-3759.982054
C -0.300 -1.106 0.280 0.239
O 0.173 0.086 -0.334 1.204
O 0.760 -1.529 1.171 0.399
C -1.741 -0.924 0.877 0.096
F -2.413 -2.050 0.747 -0.246
F -1.898 -0.522 2.195 -0.429
F -2.545 -0.107 0.254 -0.387
C -0.420 0.678 -1.509 -0.469
C 0.565 1.718 -2.164 -0.831
H 1.618 1.438 -2.203 0.247
H 0.182 1.861 -3.174 0.317
H 0.528 2.654 -1.607 0.130
H -1.334 1.266 -1.418 0.043
H -0.612 -0.015 -2.328 0.033
H -0.417 -1.920 -0.436 -0.730
C 2.436 -3.530 -1.662 0.477
O 3.061 -4.238 -2.338 -0.764
N 1.415 -4.047 -1.139 -0.187
N 2.677 -2.239 -1.453 0.134
H 1.354 -5.055 -1.106 0.202
H 0.952 -3.527 -0.408 0.003
H 2.117 -1.790 -0.744 0.204
H 3.513 -1.934 -1.932 -0.060
C 3.505 4.660 -0.842 0.634
O 4.348 4.033 -1.478 -0.840
N 3.817 5.306 0.244 -0.324
N 2.300 5.035 -1.161 -0.209
H 4.775 5.265 0.562 0.238
H 3.054 5.913 0.508 0.168
H 1.872 4.879 -2.063 0.124
H 1.581 5.318 -0.510 0.187
C -5.157 -1.705 5.026 0.657
O -5.910 -0.809 5.173 -0.672
N -4.819 -2.440 6.030 -0.385
N -4.461 -1.910 3.932 -0.153
H -5.365 -2.374 6.877 0.215
H -4.058 -3.095 5.915 0.164
H -3.747 -2.607 3.776 0.091
H -4.543 -1.226 3.193 0.083
C -2.874 2.502 4.238 0.655
O -2.826 1.374 3.711 -0.582
N -2.803 2.715 5.484 -0.396
N -3.002 3.608 3.562 -0.420
H -2.825 3.715 5.627 0.108
H -2.506 1.981 6.111 0.246
H -3.204 4.458 4.069 0.133
H -2.583 3.708 2.649 0.206
C 2.548 3.046 -6.400 0.599
O 2.374 4.261 -6.460 -0.661
N 3.052 2.275 -7.348 -0.438
N 2.189 2.311 -5.412 -0.153
H 3.542 1.475 -6.975 0.186
H 3.362 2.783 -8.164 0.266
H 2.140 1.302 -5.376 0.265
H 1.752 2.630 -4.560 -0.056
C 4.924 0.389 -2.814 0.535
O 4.422 -0.056 -1.775 -0.748
N 5.335 -0.290 -3.867 -0.424
N 4.720 1.577 -3.225 -0.051
H 5.478 -1.285 -3.971 0.231
H 5.565 0.228 -4.703 0.070
H 5.206 1.851 -4.067 0.190
H 4.412 2.192 -2.485 0.091
C -3.719 0.581 -3.261 0.569
O -3.452 1.713 -3.017 -0.757
N -3.955 0.186 -4.388 -0.336
N -3.864 -0.369 -2.354 -0.282
H -3.881 0.902 -5.096 0.247
H -3.940 -0.791 -4.645 0.229
H -3.560 -0.192 -1.407 0.223
H -3.950 -1.340 -2.619 0.133
C 1.050 3.153 2.923 0.475
O 0.007 3.491 3.421 -0.752
N 1.081 2.196 2.107 0.704
N 2.088 3.932 2.861 -0.272
H 1.977 1.835 1.812 -0.157
H 0.215 1.705 1.934 -0.237
H 2.174 4.846 3.281 0.239
H 2.829 3.289 2.623 0.113
C -0.765 4.265 -3.194 0.324
O 0.246 4.839 -3.465 -0.727
N -1.384 3.638 -4.139 -0.209
N -1.510 4.273 -2.110 -0.219
H -2.244 3.211 -3.824 0.211
H -1.046 3.561 -5.087 0.219
H -1.273 5.002 -1.452 0.204
H -2.124 3.507 -1.875 0.168
C -5.048 -5.809 0.887 0.643
O -5.270 -5.915 -0.308 -0.650
N -4.425 -4.833 1.460 -0.216
N -5.370 -6.587 1.949 -0.418
H -4.110 -4.816 2.420 0.201
H -3.917 -4.155 0.911 0.065
H -5.660 -7.531 1.739 0.209
H -5.278 -6.330 2.922 0.168
C -0.063 -0.532 5.258 0.514
O 0.214 -0.628 6.418 -0.794
N 0.739 -0.380 4.185 0.113
N -1.245 -0.664 4.757 -0.077
H 1.743 -0.278 4.235 0.110
H 0.413 -0.512 3.238 -0.312
H -1.336 -0.483 3.768 0.398
H -2.030 -0.398 5.335 0.189
C -1.853 -3.473 -3.066 0.438
O -2.334 -2.587 -3.614 -0.550
N -0.649 -3.832 -3.124 -0.344
N -2.484 -4.058 -2.040 -0.173
H -0.102 -3.666 -2.292 0.085
H -0.220 -3.473 -3.965 0.266
H -3.438 -3.977 -1.718 0.095
H -1.910 -4.812 -1.689 0.182
C 3.915 0.743 2.033 0.168
O 3.593 0.534 3.240 -0.713
N 4.794 1.618 1.681 -0.206
N 3.384 0.173 1.013 0.245
H 4.813 1.693 0.674 0.111
H 5.324 2.163 2.346 0.260
H 2.645 -0.478 1.237 -0.503
H 3.844 0.012 0.129 0.280
C 2.002 -4.536 2.435 0.471
O 2.248 -5.518 3.085 -0.748
N 0.813 -4.169 2.085 -0.146
N 2.862 -3.585 2.404 -0.233
H 0.675 -3.308 1.575 -0.221
H 0.101 -4.878 2.177 0.148
H 2.556 -2.813 1.828 0.211
H 3.806 -3.521 2.758 0.171